A.
Formula: C4H10NO
Source: the Open Molecules 2025 dataset
Level of theory: ωB97M-V/def2-TZVPD

Structure (ORCA input):
```
! RIJCOSX wB97M-V def2-TZVPD def2/J DEFGRID3
* xyz -1 1
C 1.201 0.887 -0.549
C 0.035 0.136 0.137
C 0.144 -1.351 -0.382
C -1.274 0.554 -0.362
N -0.039 0.367 1.688
O -1.005 -0.357 2.299
H 1.334 1.929 -0.484
H 2.214 0.589 -0.209
H 1.084 0.469 -1.590
H -0.595 -1.835 0.330
H 1.092 -1.785 -0.231
H -0.238 -1.577 -1.464
H -1.988 -0.150 0.123
H -1.587 1.478 0.066
H -1.284 0.467 -1.398
H 0.905 0.179 2.028
*
```

For the HOMO energy, the calculation gives -1.00 eV. The HOMO-LUMO gap is 4.99 eV. Its SMILES is CC(C)(C)N[O-].

In the Löwdin picture, each atom carries the following charge in e:
1 C -0.078
2 C -0.619
3 C -0.101
4 C -0.128
5 N -0.251
6 O -0.436
7 H 0.034
8 H 0.063
9 H 0.079
10 H 0.072
11 H 0.031
12 H 0.091
13 H 0.082
14 H 0.069
15 H 0.045
16 H 0.049

=====

B.
Formula: C4H10NO
Source: the Open Molecules 2025 dataset
Level of theory: ωB97M-V/def2-TZVPD

Structure (ORCA input):
```
! RIJCOSX wB97M-V def2-TZVPD def2/J DEFGRID3
* xyz -1 1
C -1.214 0.528 -1.133
C -0.445 0.417 0.209
N -1.473 0.444 1.312
C 0.552 -0.721 0.375
C 1.910 -0.360 -0.345
O 2.316 0.905 -0.086
H -1.627 1.534 -1.150
H -2.001 -0.224 -1.214
H -0.404 0.427 -1.859
H 0.127 1.340 0.230
H -1.003 0.449 2.211
H -2.039 -0.395 1.181
H 0.122 -1.723 0.154
H 0.664 -0.884 1.458
H 1.881 -0.652 -1.425
H 2.634 -1.087 0.082
*
```

For the HOMO energy, the calculation gives -2.22 eV. The HOMO-LUMO gap is 6.56 eV. Its SMILES is C[C@@H](N)CC[O-].

In the Löwdin picture, each atom carries the following charge in e:
1 C -0.078
2 C -0.474
3 N -0.007
4 C -0.201
5 C -0.544
6 O -0.373
7 H 0.059
8 H 0.056
9 H 0.068
10 H 0.105
11 H 0.044
12 H 0.044
13 H 0.092
14 H 0.083
15 H 0.067
16 H 0.059

=====

C.
Formula: C4H10NO
Source: the Open Molecules 2025 dataset
Level of theory: ωB97M-V/def2-TZVPD

Structure (ORCA input):
```
! RIJCOSX wB97M-V def2-TZVPD def2/J DEFGRID3
* xyz -1 1
C -0.685 -1.194 0.043
O 0.303 -1.984 0.161
C -0.581 0.315 0.052
C 0.757 0.715 -0.532
C 1.858 0.871 0.462
N -1.615 1.225 0.209
H -2.131 -0.522 -2.228
H -1.670 -1.667 -0.054
H -0.490 -0.360 1.064
H 0.912 0.074 -1.395
H 0.497 1.646 -1.056
H 1.570 1.417 1.376
H 2.813 1.330 0.165
H 2.149 -0.083 0.919
H -1.559 -0.472 -2.707
H -1.890 1.241 1.183
*
```

For the HOMO energy, the calculation gives -2.07 eV. The HOMO-LUMO gap is 6.35 eV.

In the Löwdin picture, each atom carries the following charge in e:
1 C -0.389
2 O -0.164
3 C -0.566
4 C -0.258
5 C -0.135
6 N -0.092
7 H 0.029
8 H 0.089
9 H 0.149
10 H 0.091
11 H 0.096
12 H 0.071
13 H 0.054
14 H 0.062
15 H 0.038
16 H -0.077

=====

Most stable: B

=====

A.
Formula: C3H3N3O
Source: the Open Molecules 2025 dataset
Level of theory: ωB97M-V/def2-TZVPD

Structure (ORCA input):
```
! RIJCOSX wB97M-V def2-TZVPD def2/J DEFGRID3
* xyz 0 1
O -2.249 -0.577 0.001
C -1.315 0.378 -0.015
C 0.035 0.081 -0.031
C 1.214 0.862 0.003
N 2.205 -0.001 0.010
N 1.680 -1.309 -0.012
N 0.436 -1.276 -0.002
H -1.790 -1.459 0.027
H -1.678 1.392 0.048
H 1.462 1.910 -0.029
*
```

For the HOMO energy, the calculation gives -10.23 eV. The HOMO-LUMO gap is 9.23 eV. Its SMILES is O/C=C1/C=NN=N1.

In the Löwdin picture, each atom carries the following charge in e:
1 O 0.070
2 C -0.046
3 C -0.291
4 C -0.109
5 N 0.011
6 N -0.027
7 N 0.015
8 H 0.131
9 H 0.136
10 H 0.108

=====

B.
Formula: C3H3N3O
Source: the Open Molecules 2025 dataset
Level of theory: ωB97M-V/def2-TZVPD

Structure (ORCA input):
```
! RIJCOSX wB97M-V def2-TZVPD def2/J DEFGRID3
* xyz 0 1
O 2.143 -1.262 -0.361
C 1.234 -0.556 -0.043
N 1.065 0.821 -0.044
N -0.128 0.684 0.753
C -1.245 0.588 -0.141
C -1.232 -0.743 -0.131
N -0.020 -0.807 0.674
H 1.790 1.417 0.335
H -1.718 1.413 -0.642
H -1.890 -1.556 -0.400
*
```

For the HOMO energy, the calculation gives -9.60 eV. The HOMO-LUMO gap is 10.59 eV. Its SMILES is O=c1[nH]n2ccn12.

In the Löwdin picture, each atom carries the following charge in e:
1 O 0.116
2 C -0.495
3 N 0.115
4 N -0.033
5 C -0.073
6 C -0.039
7 N 0.067
8 H 0.141
9 H 0.101
10 H 0.101

=====

Most stable: A

=====

A.
Formula: C3H3N3O
Source: the Open Molecules 2025 dataset
Level of theory: ωB97M-V/def2-TZVPD

Structure (ORCA input):
```
! RIJCOSX wB97M-V def2-TZVPD def2/J DEFGRID3
* xyz 0 1
H 1.907 1.660 0.255
N 0.901 1.863 0.122
N 0.358 0.753 0.046
C -0.992 0.537 -0.131
C -1.216 -0.802 -0.162
N -0.172 -1.694 -0.036
C 0.984 -1.197 0.122
O 2.146 -1.215 0.281
H -1.717 1.337 -0.216
H -2.200 -1.243 -0.282
*
```

For the HOMO energy, the calculation gives -9.28 eV. The HOMO-LUMO gap is 8.61 eV. Its SMILES is [H]/N=N/C=C\N=C=O.

In the Löwdin picture, each atom carries the following charge in e:
1 H 0.074
2 N 0.140
3 N -0.124
4 C -0.121
5 C -0.100
6 N 0.100
7 C -0.345
8 O 0.154
9 H 0.108
10 H 0.114

=====

B.
Formula: C3H3N3O
Source: the Open Molecules 2025 dataset
Level of theory: ωB97M-V/def2-TZVPD

Structure (ORCA input):
```
! RIJCOSX wB97M-V def2-TZVPD def2/J DEFGRID3
* xyz 0 1
N 2.504 -0.248 0.649
C 1.487 -0.215 -0.017
N -0.220 1.127 -0.900
N -1.412 1.224 -1.230
O -1.817 -0.272 2.499
C -2.090 -0.443 1.410
C 0.293 -0.155 -0.588
H 3.405 -0.254 0.176
H -1.893 0.301 -1.174
H -0.257 -1.067 -0.824
*
```

For the HOMO energy, the calculation gives -9.35 eV. The HOMO-LUMO gap is 9.79 eV.

In the Löwdin picture, each atom carries the following charge in e:
1 N 0.177
2 C -0.144
3 N -0.105
4 N 0.030
5 O 0.044
6 C 0.005
7 C -0.214
8 H 0.087
9 H 0.019
10 H 0.101

=====

C.
Formula: C3H3N3O
Source: the Open Molecules 2025 dataset
Level of theory: ωB97M-V/def2-TZVPD

Structure (ORCA input):
```
! RIJCOSX wB97M-V def2-TZVPD def2/J DEFGRID3
* xyz 0 1
O 2.170 -0.667 0.034
C 1.326 0.465 -0.079
C -0.049 0.109 -0.133
C -1.214 0.784 0.021
N -2.203 0.018 0.026
N -1.684 -1.256 -0.112
N -0.398 -1.337 -0.028
H 1.440 -1.464 0.359
H 1.798 1.399 -0.392
H -1.186 1.948 0.304
*
```

For the HOMO energy, the calculation gives -10.26 eV. The HOMO-LUMO gap is 8.83 eV. Its SMILES is O/C=C1/C=NN=N1.

In the Löwdin picture, each atom carries the following charge in e:
1 O -0.050
2 C 0.023
3 C -0.288
4 C -0.222
5 N 0.031
6 N -0.031
7 N 0.045
8 H 0.190
9 H 0.133
10 H 0.168

=====

D.
Formula: C3H3N3O
Source: the Open Molecules 2025 dataset
Level of theory: ωB97M-V/def2-TZVPD

Structure (ORCA input):
```
! RIJCOSX wB97M-V def2-TZVPD def2/J DEFGRID3
* xyz 0 1
O -0.217 -1.069 1.810
C -0.247 -0.422 0.643
C -0.181 -1.117 -0.588
N 0.297 -0.495 -1.645
N 0.557 0.816 -1.597
C 0.161 1.452 -0.508
N -0.222 0.889 0.645
H 0.124 -0.432 2.460
H -0.471 -2.158 -0.705
H 0.199 2.537 -0.516
*
```

For the HOMO energy, the calculation gives -9.77 eV. The HOMO-LUMO gap is 10.02 eV. Its SMILES is Oc1cnncn1.

In the Löwdin picture, each atom carries the following charge in e:
1 O 0.099
2 C -0.389
3 C -0.058
4 N 0.031
5 N 0.015
6 C -0.200
7 N 0.147
8 H 0.128
9 H 0.119
10 H 0.108

=====

Most stable: D

=====

A.
Formula: C4H7N3O2
Source: the Open Molecules 2025 dataset
Level of theory: ωB97M-V/def2-TZVPD

Structure (ORCA input):
```
! RIJCOSX wB97M-V def2-TZVPD def2/J DEFGRID3
* xyz 0 1
H -1.830 1.886 -0.333
N -0.880 1.437 -0.184
C -0.958 0.180 -0.179
N 0.220 -0.611 -0.096
C 1.335 -0.029 0.051
N 2.423 -0.791 -0.054
C 3.741 -0.310 0.011
O 3.974 0.883 0.043
O -1.934 -0.734 -0.140
C -3.299 -0.120 0.169
H 1.428 1.073 0.336
H 2.176 -1.800 -0.333
H 4.532 -1.113 -0.123
H -4.044 -0.852 0.692
H -3.164 0.690 0.966
H -3.721 0.212 -0.826
*
```

For the HOMO energy, the calculation gives -9.43 eV. The HOMO-LUMO gap is 10.04 eV. Its SMILES is [H]/N=C(/N=C/NC=O)OC.

In the Löwdin picture, each atom carries the following charge in e:
1 H 0.071
2 N 0.137
3 C -0.574
4 N 0.108
5 C -0.217
6 N 0.052
7 C -0.295
8 O 0.032
9 O -0.076
10 C -0.033
11 H 0.163
12 H 0.189
13 H 0.142
14 H 0.107
15 H 0.096
16 H 0.096

=====

B.
Formula: C4H7N3O2
Source: the Open Molecules 2025 dataset
Level of theory: ωB97M-V/def2-TZVPD

Structure (ORCA input):
```
! RIJCOSX wB97M-V def2-TZVPD def2/J DEFGRID3
* xyz 0 1
O -1.389 -2.147 1.270
N -0.075 -1.637 1.355
C 0.127 -0.761 0.462
N 1.410 -0.154 0.516
O 1.497 1.204 0.080
C 0.614 1.199 -0.991
C -0.353 2.093 -1.644
C -0.757 0.911 -0.654
N -0.807 -0.510 -0.616
H -1.304 -2.938 1.813
H 1.851 -0.187 1.433
H 0.910 0.488 -1.791
H -0.687 3.000 -1.145
H -0.281 2.150 -2.734
H -1.099 1.362 0.307
H -1.729 -0.868 -0.500
*
```

For the HOMO energy, the calculation gives -8.41 eV. The HOMO-LUMO gap is 9.32 eV. Its SMILES is O/N=C1/NO[C@@H]2C[C@H]2N1.

In the Löwdin picture, each atom carries the following charge in e:
1 O -0.080
2 N 0.031
3 C -0.364
4 N 0.071
5 O -0.042
6 C -0.378
7 C 0.034
8 C -0.245
9 N 0.098
10 H 0.087
11 H 0.145
12 H 0.168
13 H 0.100
14 H 0.104
15 H 0.165
16 H 0.105

=====

Most stable: A

=====

A.
Formula: C4H7N3O2
Source: the Open Molecules 2025 dataset
Level of theory: ωB97M-V/def2-TZVPD

Structure (ORCA input):
```
! RIJCOSX wB97M-V def2-TZVPD def2/J DEFGRID3
* xyz 0 1
H 0.577 -0.225 2.026
N 1.436 0.232 1.606
C 1.373 -0.119 0.384
N 2.490 -0.021 -0.476
C 0.202 -0.708 -0.381
N -1.028 0.036 -0.035
C -1.189 1.344 -0.080
O -2.150 2.030 0.194
C -2.157 -0.695 0.224
O -2.169 -1.924 0.313
H 3.259 0.593 -0.192
H 2.332 0.190 -1.476
H -0.007 -1.751 -0.112
H 0.326 -0.700 -1.472
H -0.300 1.841 -0.503
H -2.995 -0.125 -0.018
*
```

For the HOMO energy, the calculation gives -10.16 eV. The HOMO-LUMO gap is 10.58 eV. Its SMILES is [H]/N=C(/N)CN(C=O)C=O.

In the Löwdin picture, each atom carries the following charge in e:
1 H 0.081
2 N 0.128
3 C -0.500
4 N 0.093
5 C -0.057
6 N -0.039
7 C -0.329
8 O 0.065
9 C -0.222
10 O 0.052
11 H 0.099
12 H 0.093
13 H 0.131
14 H 0.132
15 H 0.148
16 H 0.125

=====

B.
Formula: C4H7N3O2
Source: the Open Molecules 2025 dataset
Level of theory: ωB97M-V/def2-TZVPD

Structure (ORCA input):
```
! RIJCOSX wB97M-V def2-TZVPD def2/J DEFGRID3
* xyz 0 1
C 1.245 -2.424 -0.755
N 0.331 -1.746 0.136
C -0.029 -0.460 -0.145
O 0.206 0.043 -1.356
N -0.098 1.400 -1.395
C -0.535 1.680 -0.204
N -1.069 2.882 0.146
C -0.558 0.532 0.670
O -0.666 0.560 2.036
H 1.779 -3.196 -0.152
H 0.747 -2.955 -1.587
H 1.963 -1.710 -1.148
H 0.014 -2.127 1.030
H -0.829 3.224 1.063
H -0.922 3.583 -0.574
H -1.580 0.713 2.236
*
```

For the HOMO energy, the calculation gives -7.84 eV. The HOMO-LUMO gap is 8.53 eV. Its SMILES is CNc1onc(N)c1O.

In the Löwdin picture, each atom carries the following charge in e:
1 C -0.086
2 N 0.008
3 C -0.288
4 O -0.004
5 N 0.098
6 C -0.393
7 N 0.129
8 C -0.213
9 O 0.047
10 H 0.094
11 H 0.086
12 H 0.084
13 H 0.151
14 H 0.094
15 H 0.101
16 H 0.093

=====

Most stable: A

=====

A.
Formula: C3H3Br2N
Source: the Open Molecules 2025 dataset
Level of theory: ωB97M-V/def2-TZVPD

Structure (ORCA input):
```
! RIJCOSX wB97M-V def2-TZVPD def2/J DEFGRID3
* xyz 0 1
C 2.386 -0.648 0.206
C 2.217 0.261 2.454
C 0.030 -0.875 -0.482
N 1.289 -0.760 -0.256
Br 0.499 0.987 2.389
Br -0.935 -2.430 -0.395
H 3.440 -0.428 -0.221
H 2.081 -0.781 2.995
H -0.365 0.083 -0.721
*
```

For the HOMO energy (spin up / spin down), the calculation gives -7.92 / -7.92 eV. The HOMO-LUMO gap (spin up / spin down) is 7.61 / 7.61 eV.

In the Löwdin picture, each atom carries the following charge in e:
1 C 0.014
2 C -0.549
3 C -0.713
4 N -0.134
5 Br 0.513
6 Br 0.747
7 H 0.122
8 H -0.058
9 H 0.058

=====

B.
Formula: C3H3Br2N
Source: the Open Molecules 2025 dataset
Level of theory: ωB97M-V/def2-TZVPD

Structure (ORCA input):
```
! RIJCOSX wB97M-V def2-TZVPD def2/J DEFGRID3
* xyz 0 1
C -0.220 -0.054 1.018
C 1.786 0.447 0.864
C -1.210 0.784 -1.105
N -0.885 0.174 -0.006
Br 2.688 -0.660 2.025
Br -0.415 2.398 -1.574
H -0.490 0.153 2.012
H 2.387 0.260 -0.108
H -1.888 0.208 -1.645
*
```

For the HOMO energy (spin up / spin down), the calculation gives -7.65 / -7.97 eV. The HOMO-LUMO gap (spin up / spin down) is 7.04 / 7.04 eV.

In the Löwdin picture, each atom carries the following charge in e:
1 C -0.060
2 C -0.573
3 C -0.621
4 N -0.098
5 Br 0.555
6 Br 0.717
7 H 0.062
8 H -0.028
9 H 0.045

=====

Most stable: B